A:
The following is a DFT calculation (the ωB97M-V functional and the def2-TZVPD basis) of the ion C4H9N2S2 with charge +1.

## Properties
SMILES string: [H]/N=C/C[N@@H+](C)C(=S)S
Net charge: +1
LUMO level in eV: -4.9
HOMO-LUMO gap in eV: 8.585
HOMO in eV: -13.4

CARTESIAN COORDINATES (ANGSTROEM)
C1 -0.99 -0.93 -1.13
C2 0.39 -1.03 -0.72
C3 0.13 -0.11 1.48
C4 0.92 1.36 -0.46
N1 -1.63 0.08 -0.71
N2 0.90 0.05 0.21
S1 0.33 -1.48 2.27
S2 -0.71 1.36 1.99
H1 -1.36 -1.80 -1.61
H2 0.87 -1.16 -1.66
H3 1.66 1.48 -1.39
H4 -0.21 1.44 -0.65
H5 1.27 2.06 0.32
H6 -2.50 0.19 -1.24
H7 1.84 -0.25 0.42
H8 0.66 -1.96 -0.03
H9 -1.56 0.69 2.92

B:
The following is a DFT calculation (the ωB97M-V functional and the def2-TZVPD basis) of the ion C4H9N2S2 with charge +1.

## Properties
Net charge: +1
LUMO level in eV: -4.5
HOMO-LUMO gap in eV: 8.041
HOMO in eV: -12.5

CARTESIAN COORDINATES (ANGSTROEM)
C1 -0.19 -0.30 1.01
C2 1.68 -1.57 -0.88
C3 0.31 2.20 -1.91
C4 -2.21 -0.54 2.69
N1 1.16 -0.17 -0.91
N2 0.30 0.11 -0.01
S1 1.08 0.69 -2.47
S2 -0.47 -0.08 2.59
H1 2.15 -1.65 -1.79
H2 0.74 -2.23 -0.92
H3 2.39 -1.88 -0.03
H4 1.03 3.01 -1.70
H5 -0.24 1.87 -0.98
H6 -0.30 2.42 -2.73
H7 -2.72 0.07 3.43
H8 -2.29 -1.64 2.98
H9 -2.43 -0.33 1.65

Name the most stable of them. A.

A:
The following is a DFT calculation (the ωB97M-V functional and the def2-TZVPD basis) of the ion C4H9N2S2 with charge +1.

## Properties
Net charge: +1
LUMO level (spin up / spin down) in eV: -5.2 / -5.9
HOMO-LUMO gap (spin up / spin down) in eV: 7.504 / 5.806
HOMO (spin up / spin down) in eV: -12.7 / -11.7

CARTESIAN COORDINATES (ANGSTROEM)
C1 -2.54 -0.56 0.27
C2 -0.17 -0.20 0.48
C3 2.39 0.18 0.78
C4 1.09 0.07 -0.10
N1 -1.31 -0.29 -0.17
N2 -3.43 -0.51 -0.74
S1 -3.32 -0.91 1.85
S2 -2.06 -1.02 3.33
H1 -0.20 -0.39 1.51
H2 3.16 0.59 0.29
H3 2.76 -0.69 1.25
H4 2.17 0.86 1.54
H5 1.04 -0.64 -1.01
H6 1.14 1.12 -0.52
H7 -1.20 -0.26 -1.21
H8 -3.49 -1.04 -1.65
H9 -4.37 -0.64 -0.38

B:
The following is a DFT calculation (the ωB97M-V functional and the def2-TZVPD basis) of the ion C4H9N2S2 with charge +1.

## Properties
Net charge: +1
LUMO level in eV: -4.5
HOMO-LUMO gap in eV: 8.655
HOMO in eV: -13.1

CARTESIAN COORDINATES (ANGSTROEM)
C1 1.52 0.35 -0.20
C2 -1.69 -0.88 0.16
C3 -1.32 0.01 1.28
C4 0.02 0.37 -0.84
N1 2.33 1.45 -0.23
N2 -0.65 -0.82 -0.90
S1 2.00 -1.03 0.62
S2 -0.67 1.49 0.50
H1 -1.91 -2.00 0.51
H2 -2.56 -0.50 -0.28
H3 -2.26 0.18 1.87
H4 -0.60 -0.41 1.84
H5 0.15 0.88 -1.80
H6 2.14 2.34 -0.67
H7 3.25 1.44 0.05
H8 1.24 -1.85 -0.12
H9 -0.98 -1.00 -1.79

Name the most stable of them. B.

A:
The following is a DFT calculation (the ωB97M-V functional and the def2-TZVPD basis) of a structure of composition C34H41BCsF6N10OP.

## Properties
Net charge: 0
LUMO level (spin up / spin down) in eV: -4.3 / -3.8
HOMO-LUMO gap (spin up / spin down) in eV: 4.093 / 4.636
HOMO (spin up / spin down) in eV: -8.4 / -8.4

CARTESIAN COORDINATES (ANGSTROEM)
Cs1 -4.23 -1.19 -0.03
C1 -6.31 0.51 -2.54
C2 -5.45 -0.34 -3.26
N1 -4.17 -0.02 -3.09
N2 -4.15 1.02 -2.29
C3 -5.46 1.36 -1.96
B1 -2.86 1.88 -1.91
N3 -3.14 2.40 -0.46
C4 -3.23 3.64 0.04
C5 -3.67 3.52 1.37
C6 -3.80 2.16 1.55
N4 -3.50 1.44 0.43
N5 -1.58 1.04 -2.02
C7 -0.52 1.22 -2.90
C8 0.34 0.21 -2.49
C9 -0.34 -0.62 -1.58
N6 -1.50 -0.08 -1.26
N7 -2.82 3.13 -2.97
C10 -3.22 3.18 -4.28
C11 -2.77 4.35 -4.87
C12 -2.01 4.92 -3.82
N8 -2.06 4.21 -2.69
H1 -7.44 0.47 -2.32
H2 -5.88 -1.16 -3.87
H3 -5.68 2.27 -1.39
H4 -3.02 4.62 -0.46
H5 -3.84 4.28 2.08
H6 -3.95 1.55 2.39
H7 -0.31 2.10 -3.49
H8 1.25 0.01 -2.94
H9 0.11 -1.46 -1.05
H10 -3.78 2.32 -4.59
H11 -2.81 4.73 -5.90
H12 -1.45 5.88 -3.82
C13 5.12 -0.81 -0.02
C14 4.88 0.57 -0.72
C15 4.01 0.46 -1.89
C16 4.39 1.64 0.23
C17 5.16 2.80 0.40
C18 4.65 3.80 1.22
C19 3.42 3.75 1.81
C20 2.56 2.70 1.67
C21 1.07 2.92 2.12
C22 0.55 2.53 3.49
C23 0.04 2.39 1.12
C24 3.11 1.67 0.86
N9 2.51 0.39 0.88
C25 2.34 -0.25 2.07
C26 1.79 -1.57 2.10
C27 1.69 -2.36 3.36
C28 1.20 -3.57 2.90
C29 1.14 -3.49 1.43
N10 1.47 -2.31 1.00
C30 0.87 -4.74 0.59
C31 -0.63 -5.10 0.74
C32 1.84 -5.92 0.96
C33 1.01 -4.30 -0.85
H13 5.82 -1.47 -0.52
H14 4.17 -1.31 -0.20
H15 5.30 -0.64 1.07
H16 5.80 0.94 -1.10
H17 2.92 0.30 -1.59
H18 4.47 -0.33 -2.47
H19 4.14 1.33 -2.56
H20 6.13 2.67 0.04
H21 5.33 4.63 1.50
H22 3.03 4.56 2.38
H23 1.01 4.00 1.97
H24 0.49 1.47 3.62
H25 -0.46 2.91 3.64
H26 1.21 3.00 4.25
H27 -0.25 1.36 1.35
H28 0.31 2.41 0.07
H29 -0.93 2.93 1.28
H30 2.76 0.30 2.93
H31 1.84 -1.99 4.34
H32 0.86 -4.43 3.38
H33 -0.93 -5.24 1.83
H34 -0.76 -6.00 0.13
H35 -1.24 -4.39 0.19
H36 1.78 -6.14 2.02
H37 2.88 -5.70 0.67
H38 1.40 -6.83 0.41
H39 0.25 -3.56 -1.00
H40 0.80 -5.12 -1.58
H41 2.05 -3.92 -1.01
O1 3.30 -7.46 -4.02
C34 3.84 -6.47 -3.82
F1 -3.97 -3.13 3.02
P1 -2.62 -2.36 3.40
F2 -3.32 -0.94 2.96
F3 -1.19 -1.67 3.73
F4 -1.96 -3.82 3.87
F5 -2.13 -2.52 1.82
F6 -3.09 -2.13 4.90

B:
The following is a DFT calculation (the ωB97M-V functional and the def2-TZVPD basis) of a structure of composition C34H41BCsF6N10OP.

## Properties
Net charge: 0
LUMO level in eV: -0.6
HOMO-LUMO gap in eV: 7.825
HOMO in eV: -8.5

CARTESIAN COORDINATES (ANGSTROEM)
Cs1 1.91 0.49 0.58
C1 3.89 -2.12 1.48
C2 3.58 -2.62 0.17
N1 2.34 -3.04 0.11
N2 1.83 -2.88 1.35
C3 2.77 -2.38 2.23
B1 0.53 -3.43 1.75
N3 -0.44 -2.33 2.33
C4 -1.55 -2.63 2.97
C5 -2.11 -1.52 3.54
C6 -1.22 -0.50 3.27
N4 -0.23 -0.92 2.46
N5 -0.05 -4.00 0.32
C7 0.40 -5.03 -0.32
C8 0.39 -4.85 -1.68
C9 -0.11 -3.62 -1.84
N6 -0.37 -3.04 -0.66
N7 0.75 -4.58 2.74
C10 0.69 -4.49 4.08
C11 1.16 -5.69 4.60
C12 1.53 -6.43 3.44
N8 1.27 -5.74 2.29
H1 4.92 -1.70 1.75
H2 4.17 -2.58 -0.73
H3 2.56 -2.28 3.33
H4 -1.99 -3.65 3.07
H5 -2.98 -1.42 4.16
H6 -1.29 0.56 3.51
H7 0.80 -5.90 0.26
H8 0.87 -5.47 -2.39
H9 -0.12 -3.01 -2.72
H10 0.32 -3.65 4.65
H11 1.22 -5.99 5.64
H12 1.95 -7.42 3.48
C13 -3.40 2.24 2.79
C14 -3.30 1.74 1.31
C15 -4.70 1.31 0.77
C16 -2.69 2.81 0.47
C17 -3.23 4.06 0.51
C18 -2.58 5.20 0.01
C19 -1.43 5.15 -0.70
C20 -0.95 3.85 -0.91
C21 0.29 3.77 -1.82
C22 1.29 4.61 -1.06
C23 0.04 4.20 -3.24
C24 -1.57 2.75 -0.31
N9 -0.91 1.49 -0.63
C25 -1.64 0.52 -0.86
C26 -1.04 -0.82 -1.49
C27 -1.78 -0.67 -2.77
C28 -0.84 -0.45 -3.72
C29 0.51 -0.46 -3.05
N10 0.33 -0.64 -1.78
C30 1.81 -0.27 -3.74
C31 1.70 0.84 -4.80
C32 2.95 0.09 -2.76
C33 2.13 -1.54 -4.49
H13 -3.52 1.41 3.50
H14 -4.23 2.92 3.01
H15 -2.51 2.72 3.22
H16 -2.75 0.81 1.35
H17 -5.35 2.19 0.84
H18 -5.00 0.54 1.50
H19 -4.63 0.86 -0.20
H20 -4.16 4.24 1.06
H21 -2.99 6.15 0.30
H22 -0.97 6.01 -1.17
H23 0.55 2.68 -1.75
H24 1.06 5.65 -1.12
H25 2.29 4.46 -1.53
H26 1.36 4.23 -0.02
H27 -0.32 5.18 -3.26
H28 -0.66 3.43 -3.70
H29 1.03 4.12 -3.78
H30 -2.73 0.59 -0.76
H31 -2.82 -0.73 -2.69
H32 -0.98 -0.22 -4.74
H33 1.09 0.39 -5.63
H34 2.72 0.97 -5.13
H35 1.39 1.85 -4.45
H36 2.77 1.07 -2.32
H37 3.93 -0.05 -3.21
H38 2.94 -0.53 -1.88
H39 1.40 -1.77 -5.25
H40 2.16 -2.44 -3.86
H41 3.11 -1.44 -4.96
O1 -2.33 -2.07 0.10
C34 -1.36 -1.98 -0.57
F1 2.56 2.92 1.62
P1 1.61 3.31 2.90
F2 0.34 3.10 1.87
F3 0.50 3.45 4.11
F4 2.83 3.53 3.86
F5 1.64 4.87 2.59
F6 1.65 1.71 3.19

Name the most stable of them. B.

A:
The following is a DFT calculation (the ωB97M-V functional and the def2-TZVPD basis) of an isolated molecule of CH5BO.

## Properties
Net charge: 0
LUMO level in eV: 0.3
HOMO-LUMO gap in eV: 6.936
HOMO in eV: -6.7

CARTESIAN COORDINATES (ANGSTROEM)
B1 1.28 -0.13 0.10
C1 -1.36 -0.14 0.09
O1 0.03 0.32 -0.02
H1 2.12 0.80 0.13
H2 1.65 -1.29 0.19
H3 -1.37 -1.24 -0.11
H4 -2.13 0.42 -0.37
H5 -0.23 1.26 -0.01

B:
The following is a DFT calculation (the ωB97M-V functional and the def2-TZVPD basis) of an isolated molecule of CH5BO.

## Properties
Net charge: 0
LUMO level in eV: 0.6
HOMO-LUMO gap in eV: 10.620
HOMO in eV: -10.1

CARTESIAN COORDINATES (ANGSTROEM)
B1 0.81 0.07 0.13
C1 -0.70 0.48 0.11
O1 -0.32 -0.94 0.10
H1 1.46 0.43 -0.92
H2 1.44 -0.19 1.08
H3 -1.26 0.74 -0.83
H4 -1.26 0.75 1.09
H5 -0.18 -1.35 -0.76

Name the most stable of them. B.

A:
The following is a DFT calculation (the ωB97M-V functional and the def2-TZVPD basis) of a structure of composition C4H11NO2S.

## Properties
Net charge: -2
LUMO level in eV: 5.7
HOMO-LUMO gap in eV: 5.701
HOMO in eV: 0.0

CARTESIAN COORDINATES (ANGSTROEM)
C1 -1.83 -0.46 -0.31
N1 -0.76 0.22 0.40
C2 0.44 0.40 -0.22
C3 0.80 -0.44 -1.43
S1 0.03 0.02 -3.05
C4 1.59 0.78 0.80
O1 1.79 2.07 1.08
H1 -2.80 -0.04 -0.05
H2 -1.75 -0.29 -1.38
H3 -1.80 -1.53 -0.13
H4 0.03 2.14 -1.28
H5 0.45 1.70 -0.82
H6 1.88 -0.37 -1.56
H7 0.58 -1.47 -1.22
H8 1.31 0.13 1.67
H9 2.48 0.23 0.38
H10 -1.34 -1.56 3.02
H11 -0.62 -0.32 1.31
O2 -0.47 -1.21 2.79

B:
The following is a DFT calculation (the ωB97M-V functional and the def2-TZVPD basis) of a cluster of 2 separate species, C4H11NO2S in total.

## Properties
Net charge: -2
LUMO level in eV: 6.0
HOMO-LUMO gap in eV: 5.784
HOMO in eV: 0.2

CARTESIAN COORDINATES (ANGSTROEM)
C1 -0.98 -0.83 -0.90
C2 0.09 -0.20 -0.01
C3 1.47 -0.89 -0.18
S1 2.31 -0.89 -1.82
N1 -0.24 -0.36 1.42
C4 -1.24 0.60 1.99
O1 -2.52 0.56 1.58
H1 -1.98 -0.59 -0.50
H2 -0.97 -1.93 -0.85
H3 -0.99 -0.25 -1.83
H4 0.22 0.88 -0.14
H5 2.05 -0.24 0.48
H6 1.43 -1.87 0.30
H7 -0.68 -1.28 1.47
H8 -1.19 0.36 3.09
H9 -0.74 1.59 1.78
H10 0.57 1.56 -2.12
H11 2.09 1.62 -1.86
O2 1.29 2.16 -1.91

Name the most stable of them. B.

A:
The following is a DFT calculation (the ωB97M-V functional and the def2-TZVPD basis) of an isolated molecule of H2INS.

## Properties
SMILES string: SNI
Net charge: 0
LUMO level in eV: -1.3
HOMO-LUMO gap in eV: 7.878
HOMO in eV: -9.1

CARTESIAN COORDINATES (ANGSTROEM)
N1 0.03 -0.26 -0.66
S1 0.06 1.02 0.43
I1 1.21 -0.10 -2.61
H1 -0.91 0.09 -1.01
H2 0.90 0.46 1.40

B:
The following is a DFT calculation (the ωB97M-V functional and the def2-TZVPD basis) of an isolated molecule of H2INS.

## Properties
Net charge: 0
LUMO level (spin up / spin down) in eV: -1.4 / -2.1
HOMO-LUMO gap (spin up / spin down) in eV: 7.791 / 6.994
HOMO (spin up / spin down) in eV: -9.2 / -9.1

CARTESIAN COORDINATES (ANGSTROEM)
N1 0.54 0.43 0.06
S1 -0.66 -0.50 0.42
I1 -0.25 -3.29 1.18
H1 1.34 0.68 0.70
H2 -1.08 -0.89 -0.87

Name the most stable of them. A.